w | {"formula": "C3H9INO2", "method": "ωB97M-V/def2-TZVPD", "orbital_gap_ha": 0.3669, "total_charge": 1, "species": ["N", "C", "C", "O", "C", "O", "I", "H", "H", "H", "H", "H", "H", "H", "H", "H"], "xyz": [[-0.15018, 1.52517, -0.07971], [-0.06278, 0.18301, 0.52371], [1.41190, -0.37449, 0.24913], [1.68849, -1.54608, 1.02626], [-1.13987, -0.67894, -0.35163], [-0.87925, -0.49591, -1.73852], [-3.18484, 0.07046, 0.16625], [-0.35588, 1.26085, -1.11432], [0.84807, 1.95873, -0.07775], [-0.68699, 2.19890, 0.43096], [-0.20057, 0.20079, 1.64936], [1.39579, -0.64262, -0.85361], [1.98597, 0.48309, 0.52465], [1.62354, -1.30810, 1.92719], [-0.95923, -1.75480, -0.03899], [-1.33418, -1.08006, -2.24298]]}

***

x | {"formula": "C3H9INO2", "method": "ωB97M-V/def2-TZVPD", "orbital_gap_ha": 0.2815, "total_charge": 1, "species": ["C", "C", "C", "N", "O", "O", "I", "H", "H", "H", "H", "H", "H", "H", "H", "H"], "xyz": [[-1.49991, -1.73186, 0.31100], [-0.43743, -1.09541, -0.52498], [0.95494, 2.47062, -1.61629], [-0.23427, 0.15028, -0.59492], [-2.21421, -0.72808, 0.98281], [1.22620, 2.91120, -0.47380], [2.58847, 0.17482, 1.58605], [-2.14519, -2.32341, -0.35728], [-1.01282, -2.42923, 1.00986], [0.17710, -1.75869, -1.12298], [1.57684, 1.75139, -2.14690], [-0.85944, 0.69628, -0.00003], [0.05228, 2.85814, -2.08613], [3.11026, -0.13539, 3.03372], [-2.92662, -1.11871, 1.49913], [2.01547, 2.53754, -0.01643]]}

***

Of them, the most stable is w and the least stable is x.

***

w | {"formula": "C2H8N3S2", "method": "ωB97M-V/def2-TZVPD", "orbital_gap_ha": 0.3323, "total_charge": 1, "species": ["C", "C", "N", "N", "N", "S", "S", "H", "H", "H", "H", "H", "H", "H", "H"], "xyz": [[-0.54512, 1.13900, -0.97403], [-2.27863, -0.71105, 0.32489], [-1.08999, -0.92471, -1.59433], [-3.06365, -1.67444, 0.74374], [-0.18423, -0.10082, -1.33071], [-1.74120, 0.75452, 0.72473], [2.40611, 0.62537, 1.34470], [0.13877, 1.77010, -0.60469], [-1.23536, 1.68141, -1.69231], [-0.87561, -1.89613, -1.50147], [-3.60289, -1.62186, 1.68685], [-3.33525, -2.57185, 0.39752], [3.63125, 0.08305, 1.25518], [0.79342, -0.38768, -0.94533], [2.26760, 0.95225, 2.56021]]}

***

x | {"formula": "C2H8N3S2", "method": "ωB97M-V/def2-TZVPD", "orbital_gap_ha": 0.3126, "total_charge": 1, "species": ["C", "C", "N", "N", "N", "S", "S", "H", "H", "H", "H", "H", "H", "H", "H"], "xyz": [[0.47501, -0.85203, 1.13862], [0.49249, 0.81071, -0.58713], [0.65942, -2.22190, 1.28900], [0.69979, -0.45304, -0.20907], [1.00611, 1.28765, -1.66918], [0.36264, 0.06178, 2.44700], [-2.27832, 0.90746, -0.25324], [-0.07290, 1.42297, 0.14230], [0.70005, -2.82296, 0.44320], [0.22450, -2.58537, 2.11791], [1.00982, -1.03080, -0.90417], [-2.50986, 2.06344, 0.38947], [1.65605, 0.59536, -2.22642], [1.04009, 2.25249, -1.90243], [-3.46492, 0.56422, -0.21583]]}

***

Of them, the most stable is x and the least stable is w.

***

w | {"formula": "C2H3NO2S", "method": "ωB97M-V/def2-TZVPD", "orbital_gap_ha": [0.2497, 0.2756], "s2": 2.025, "multiplicity": 3, "species": ["C", "C", "N", "O", "O", "S", "H", "H", "H"], "xyz": [[-0.96749, -0.29869, -0.08669], [0.20572, 0.65311, -0.12456], [-2.09213, 0.22308, 0.15996], [2.88613, 0.88046, 0.12526], [1.83003, -1.36968, 0.04944], [1.71582, 0.03038, -0.02572], [-0.91644, -1.42570, -0.04352], [0.20514, 1.74847, -0.25260], [-2.86677, -0.44144, 0.19843]]}

***

x | {"formula": "C2H3NO2S", "method": "ωB97M-V/def2-TZVPD", "orbital_gap_ha": [0.2688, 0.2059], "s2": 2.078, "multiplicity": 3, "species": ["C", "C", "N", "O", "O", "S", "H", "H", "H"], "xyz": [[-0.89790, -1.50196, 0.67220], [0.07902, 0.96319, -0.30904], [-1.13663, 1.37005, -0.12629], [-1.47992, 2.26988, 0.69143], [-2.09538, 0.79053, -0.82795], [-2.23843, -0.98171, 0.04936], [0.18944, -1.23408, 0.89251], [0.88297, 1.33102, 0.30177], [0.31273, 0.24507, -1.13128]]}

***

Of them, the most stable is w and the least stable is x.

***

w | {"formula": "C3H2F3NO", "method": "ωB97M-V/def2-TZVPD", "orbital_gap_ha": 0.4358, "species": ["F", "C", "N", "C", "F", "F", "C", "O", "H", "H"], "xyz": [[-2.35784, -1.37033, -0.09324], [-1.20272, -0.74045, 0.02817], [-1.22882, 0.52698, 0.09771], [0.10806, 0.99252, 0.03330], [0.39334, 1.76546, 1.09452], [0.31709, 1.65083, -1.12555], [0.98135, -0.35333, 0.00149], [-0.04085, -1.35882, 0.00874], [1.47834, -0.53037, -0.85515], [1.55205, -0.58249, 0.81000]]}

***

x | {"formula": "C3H2F3NO", "method": "ωB97M-V/def2-TZVPD", "orbital_gap_ha": 0.3900, "species": ["O", "N", "F", "C", "F", "F", "C", "C", "H", "H"], "xyz": [[-2.13343, -0.96854, -1.37451], [-1.96494, -0.74334, -0.23416], [-2.72032, -1.78051, 0.57203], [-1.26207, 0.01727, 0.49056], [-0.61720, 1.02525, -0.03442], [-1.34838, 0.06057, 1.82057], [2.67865, 0.52633, 0.26824], [2.36472, 0.41165, -0.86006], [2.93527, 0.91938, 1.22269], [2.06771, 0.53195, -1.87093]]}

***

y | {"formula": "C3H2F3NO", "method": "ωB97M-V/def2-TZVPD", "orbital_gap_ha": [0.2774, 0.3068], "species": ["C", "C", "C", "N", "O", "F", "F", "F", "H", "H"], "xyz": [[-0.22644, 1.14135, -0.02267], [1.77382, 0.00386, 0.04814], [-1.48464, -0.91918, -0.08479], [-1.29778, 0.30518, -0.03118], [1.02943, 1.05837, -0.04305], [-0.59753, 2.45978, -0.07649], [-2.69681, -1.30392, -0.02944], [-0.61942, -1.90019, -0.06254], [1.35099, -0.90738, 0.20943], [2.76836, 0.06212, 0.09259]]}

***

Of them, the most stable is w and the least stable is x.